A) A cluster of 2 separate species, C3H11N3O in total, computed with ωB97M-V/def2-TZVPD.

Element x y z (Å)
H: -2.51549 0.82634 0.43430
N: -1.84375 0.44776 -0.22196
C: -0.79559 0.04067 0.42536
N: -0.66663 0.25625 1.77981
N: 0.05270 -0.89321 -0.17086
C: -0.19696 -1.07869 -1.64058
C: 0.86781 -2.01962 -2.17067
H: 0.03959 -0.26599 2.28623
H: -1.47747 0.20959 2.35789
H: 1.01051 -0.59610 -0.01425
H: -0.12840 -0.09680 -2.10005
H: -1.15591 -1.57796 -1.67736
H: 1.07343 -2.79360 -1.42432
H: 1.83966 -1.58707 -2.42088
H: 0.52071 -2.49763 -3.09039
O: 1.90337 2.80492 1.64237
H: 1.25207 2.14944 1.91131
H: 1.53525 3.28857 0.90492

Calculated values
HOMO energy	-0.3419	hartree
frontier orbital gap	10.00	eV
SMILES string	[H]/N=C(\N)NCC.O

B) A structure of composition C3H11N3O, computed with ωB97M-V/def2-TZVPD.

Element x y z (Å)
N: -1.69633 0.93673 -1.59082
C: -1.46050 0.30612 -2.74742
N: -0.52053 -0.66496 -2.79727
H: -0.53547 0.77258 -0.89272
H: -2.27937 0.00257 -1.15184
H: -2.18792 0.28108 -3.57489
H: -0.22022 -0.95393 -3.72209
H: 0.26698 -0.51636 -2.14757
C: 0.05421 0.31339 1.08749
O: 0.33814 0.32070 -0.28865
C: 1.24874 -0.30794 1.76904
N: 1.18987 -0.32780 3.24306
H: -0.05883 1.35001 1.45622
H: -0.87193 -0.25618 1.30681
H: 1.32501 -1.36288 1.47157
H: 2.16244 0.20270 1.38981
H: 2.04166 -0.73148 3.62061
H: 1.20407 0.63566 3.56867

Calculated values
HOMO energy	-0.3100	hartree
frontier orbital gap	8.30	eV

C) A cluster of 3 separate species, C3H11N3O in total, computed with ωB97M-V/def2-TZVPD.

Element x y z (Å)
C: -1.48604 0.13228 -0.46254
C: 0.86263 0.11221 0.16893
C: 2.20259 0.58819 -0.32659
N: -0.17503 0.24142 -0.76512
N: -1.97602 -1.02455 0.14710
N: 0.85038 -1.14429 0.87940
O: -2.34841 0.75147 -1.32817
H: -2.96783 0.08252 -1.65891
H: -0.02136 0.95680 -1.46433
H: -0.14439 1.09557 1.22192
H: -0.99375 1.27077 1.17439
H: -2.73173 -0.82495 0.79098
H: -1.21391 -1.51777 0.61268
H: 1.45857 -1.85297 0.46883
H: 0.99159 -1.01853 1.87276
H: 2.69020 -0.12914 -1.00740
H: 2.12886 1.54776 -0.84546
H: 2.87365 0.73322 0.52153

Calculated values
HOMO energy	-0.2337	hartree
frontier orbital gap	7.14	eV

D) A structure of composition C3H11N3O, computed with ωB97M-V/def2-TZVPD.

Element x y z (Å)
C: -1.64526 0.04363 0.07422
C: 1.60998 0.86668 -0.36987
C: 1.78183 -1.28385 0.64218
N: 1.03769 -0.45117 -0.26388
N: -1.64746 -0.75894 -1.01534
N: -2.11193 1.33784 -0.02506
O: -0.69379 -0.27135 0.96150
H: -1.84768 -0.47029 1.43698
H: -2.24992 1.82638 0.84576
H: -2.79997 1.54016 -0.73375
H: -2.09775 -0.42286 -1.85412
H: -0.66621 -1.08336 -1.12117
H: 2.77394 -1.52949 0.22288
H: 1.72587 1.38278 0.60003
H: 0.99438 1.49853 -1.01519
H: 2.61995 0.82332 -0.81987
H: 1.96254 -0.82175 1.62957
H: 1.25376 -2.22627 0.80512

Calculated values
HOMO energy (alpha / beta)	-0.2149 / -0.2815	hartree
frontier orbital gap (alpha / beta)	6.47 / 8.16	eV

Which structure above is the least stable? It is D).